[1]
{
  "formula": "C28H28CdN4O2",
  "method": "wB97M-V/def2-TZVPD",
  "species": ["C", "C", "H", "H", "H", "H", "H", "H", "C", "C", "C", "C", "H", "H", "H", "H", "N", "C", "C", "N", "C", "C", "C", "H", "H", "C", "H", "H", "Cd", "C", "H", "H", "H", "O", "C", "N", "C", "C", "O", "N", "C", "C", "C", "C", "C", "C", "C", "C", "C", "C", "C", "C", "H", "H", "H", "H", "H", "H", "H", "H", "H", "H", "H"],
  "positions_angstrom": [[1.04667, -1.33859, 2.52423], [1.86719, -1.41142, 1.13001], [0.14680, -0.62805, 2.51289], [1.69271, -0.99193, 3.38868], [0.45838, -2.26402, 2.91075], [2.02546, -1.50108, -0.03661], [2.57472, -0.62566, 1.33286], [2.33891, -2.33911, 1.48423], [-3.65605, -1.62887, 1.08894], [-5.03536, -1.90850, 1.05180], [-5.52343, -2.55511, -0.08462], [-4.66836, -2.95433, -1.12522], [-3.21119, -0.98420, 1.87471], [-5.69397, -1.57949, 1.85844], [-6.58403, -2.71275, -0.28257], [-5.04704, -3.29964, -2.10018], [-2.82917, -2.06424, 0.11260], [-3.27634, -2.76657, -0.96467], [-2.29964, -3.18531, -2.01372], [-1.00247, -2.75609, -1.90824], [-0.02631, -3.13775, -2.74985], [-1.66331, -4.31015, -4.04908], [-0.31383, -3.97089, -3.85613], [0.99629, -2.75696, -2.53101], [0.46744, -4.28492, -4.54389], [-2.67235, -3.88515, -3.16656], [-3.75702, -3.98554, -3.38268], [-2.01826, -4.86685, -4.91538], [-0.45144, -1.85421, 0.16820], [-0.31291, -3.98065, 1.07729], [0.15768, -4.41557, 0.15805], [-1.37385, -4.30239, 0.96884], [0.13984, -4.41982, 2.02443], [-1.89567, 0.86493, 1.55897], [-1.05721, 1.25071, 0.74301], [-0.52115, 2.51764, 0.65633], [0.79534, 2.49264, 0.14269], [0.71286, 1.14722, -0.71675], [1.59821, 0.71240, -1.49088], [-0.38425, 0.43337, -0.27493], [1.16883, 3.80149, -0.58742], [1.48039, 3.83621, -1.93647], [1.90090, 5.08580, -2.49707], [1.93218, 6.24559, -1.71008], [1.57245, 6.16489, -0.33960], [1.18821, 4.97290, 0.21555], [1.77571, 2.17893, 1.17422], [3.04772, 1.95179, 0.67707], [4.06116, 1.63877, 1.56607], [3.77025, 1.48275, 2.92471], [2.44635, 1.71502, 3.41848], [1.43454, 2.09526, 2.52552], [-0.93763, 3.33843, 1.10008], [1.33525, 2.95300, -2.57535], [2.15504, 5.14201, -3.57668], [2.19183, 7.21194, -2.19500], [1.55371, 7.07911, 0.22824], [0.81774, 4.93111, 1.22732], [3.15598, 1.99493, -0.41156], [5.05913, 1.47144, 1.17880], [4.54614, 1.15434, 3.64298], [2.20535, 1.55568, 4.49431], [0.39485, 2.24550, 2.88095]],
  "mulliken_charge": [-0.9051, -0.6088, 0.0280, 0.3794, 0.3521, 0.2060, 0.1531, 0.3826, -0.3278, -0.8188, -0.3330, -0.8236, 0.4046, 0.4004, 0.3903, 0.2455, 0.3394, 0.4537, 0.5300, 0.0706, -0.0741, -0.3348, -0.8518, 0.3813, 0.4042, -0.7866, 0.2121, 0.3962, 1.4640, -1.4879, 0.3251, 0.3615, 0.3277, -0.6029, -0.0086, -0.0957, 2.2746, -0.1772, -0.6713, -0.4371, 0.0542, -0.0121, -0.6887, -0.4337, -0.7952, -0.5715, -0.3659, -0.2985, -0.8245, -0.4234, -0.8782, 0.0805, 0.3381, 0.3747, 0.3463, 0.3371, 0.3821, 0.3780, 0.3479, 0.3985, 0.3289, 0.4025, 0.3854],
  "energy_ev": -44107.8083,
  "total_charge": 0,
  "homo_lumo_gap_ha": 0.2516,
  "mol_weight_g_mol": 565.0,
  "multiplicity": 1
}

***

[2]
{
  "formula": "C9H13N2",
  "method": "wB97M-V/def2-TZVPD",
  "species": ["C", "C", "C", "C", "C", "C", "C", "C", "N", "C", "N", "H", "H", "H", "H", "H", "H", "H", "H", "H", "H", "H", "H", "H"],
  "positions_angstrom": [[-0.59898, 1.36842, 1.13663], [0.46356, 0.50739, 0.50842], [1.01489, -0.56919, 1.09429], [0.30363, -1.54046, 1.90318], [-0.69153, -2.28938, 1.39182], [-1.04499, -2.16264, 0.00121], [-1.18607, -0.96144, -0.59186], [-1.06606, -0.76963, -2.02560], [-0.27498, 0.06927, -2.53240], [0.58564, 1.01305, -2.23916], [1.18855, 1.20084, -0.52733], [-1.18011, 0.80668, 1.86138], [-1.26068, 1.83601, 0.40964], [-0.09506, 2.17216, 1.67912], [2.01846, -0.87272, 0.81366], [0.73412, -1.80083, 2.85988], [-1.08352, -3.12510, 1.95058], [-0.95006, -3.06231, -0.59656], [-1.55259, -0.12664, -0.03720], [-1.60024, -1.41071, -2.71825], [1.55294, 0.84665, -2.70814], [0.20599, 2.01609, -2.42739], [2.15373, 0.87015, -0.57977], [1.17756, 2.21265, -0.38569]],
  "mulliken_charge": [-1.4430, 0.3214, -0.3388, -0.7292, -0.3937, -0.3858, -0.1027, -0.2678, -0.2859, -0.3478, -0.2467, 0.4267, 0.4825, 0.3875, 0.2906, 0.4269, 0.4523, 0.3494, 0.4945, 0.4737, 0.3501, 0.3229, 0.3892, 0.3738],
  "energy_ev": -12513.9760,
  "smiles": "C\\C1=C/C=C\\C=C\\C=N/C[NH2+]1",
  "total_charge": 1,
  "homo_lumo_gap_ha": 0.3420,
  "mol_weight_g_mol": 149.2,
  "multiplicity": 1
}

***

[3]
{
  "formula": "C5H14NO2",
  "method": "wB97M-V/def2-TZVPD",
  "species": ["C", "C", "C", "C", "N", "C", "O", "H", "H", "H", "H", "H", "H", "H", "H", "H", "H", "H", "H", "H", "H", "O"],
  "positions_angstrom": [[-1.08181, 1.74250, -1.13703], [-0.50496, 0.51105, -0.38896], [0.13926, 0.84145, 0.94996], [1.45396, 1.57151, 0.75288], [-1.61562, -0.47693, -0.32347], [-1.05065, -1.87444, -0.27217], [-0.20370, -2.08867, 0.74812], [-0.66897, 1.84519, -2.14242], [-2.14928, 1.56497, -1.23724], [-0.99496, 2.66768, -0.56140], [0.24045, -0.00849, -0.99096], [-0.56404, 1.25353, 1.68217], [0.32548, -0.14275, 1.39381], [2.02093, 1.61519, 1.68860], [1.37864, 2.53725, 0.27322], [2.12559, 0.90289, 0.19722], [-2.07592, -0.35516, 0.57718], [-1.97749, -2.48085, -0.26288], [-0.60391, -2.07664, -1.27042], [1.16424, -2.55079, -0.05337], [2.50923, -2.25696, 0.55833], [2.13354, -2.74154, -0.18118]],
  "mulliken_charge": [-1.3944, 0.5043, -0.6257, -1.1921, -0.5262, -0.5677, -0.8997, 0.2185, 0.4682, 0.3208, 0.2435, 0.3748, 0.2903, 0.3755, 0.2956, 0.3158, 0.2861, 0.2832, 0.2852, 0.4328, 0.2667, -0.7555],
  "energy_ev": -10997.3320,
  "total_charge": -1,
  "homo_lumo_gap_ha": 0.2656,
  "mol_weight_g_mol": 120.2,
  "multiplicity": 1
}

***

[4]
{
  "formula": "C7H18ClI2NdO4P2",
  "method": "wB97M-V/def2-TZVPD",
  "species": ["I", "I", "Nd", "P", "C", "C", "H", "H", "H", "C", "H", "H", "H", "H", "H", "H", "C", "O", "Cl", "C", "O", "P", "O", "C", "O", "C", "H", "H", "H", "H", "H", "H", "H", "H", "H"],
  "positions_angstrom": [[-2.03686, -3.88998, -0.31141], [-2.92249, -1.85634, -1.93089], [0.27466, 0.71934, -0.04161], [2.68704, -0.10176, -1.62183], [2.78709, -1.44346, -2.85885], [3.11368, 1.28850, -2.74856], [4.37763, 0.26379, 0.04853], [5.13183, -0.36704, -1.46449], [4.22955, -1.47436, -0.36449], [4.27934, -0.45464, -0.77291], [3.14058, 2.19905, -2.13682], [4.08820, 1.12120, -3.23384], [3.69648, -1.45277, -3.46922], [1.93215, -1.36642, -3.53817], [2.32091, 1.37247, -3.50714], [2.71802, -2.40791, -2.34350], [0.17481, -1.43362, -1.14790], [0.44238, -2.41608, -1.68842], [2.24015, 1.94901, 1.04456], [-2.45494, 1.58883, 4.24589], [-2.82495, 0.89753, 3.05317], [-1.76651, 0.30804, 1.95649], [-2.65334, -0.75971, 1.10262], [-2.95576, -2.01135, 1.73947], [-1.68940, 1.62532, 0.66006], [-2.84247, 2.34392, 0.15135], [-1.78681, 2.40995, 3.95105], [-1.92751, 0.88574, 4.89696], [-3.39604, 1.90803, 4.72495], [-2.03078, -2.61996, 1.75032], [-3.37969, -1.91426, 2.74363], [-3.68289, -2.45927, 1.06554], [-3.11187, 1.93480, -0.82527], [-3.65481, 2.23823, 0.86360], [-2.51739, 3.37518, 0.00713]],
  "mulliken_charge": [-0.0119, -0.0057, 1.3346, 0.5073, -1.2264, -1.1050, 0.3337, 0.4017, 0.3445, -1.0615, 0.3779, 0.3924, 0.4142, 0.3816, 0.3614, 0.3888, 0.0724, -0.0703, -0.3819, -0.6222, -0.2959, 0.4821, 0.1104, -0.9698, -0.3740, -0.5423, 0.3310, 0.3242, 0.2474, 0.3391, 0.3423, 0.3685, 0.2781, 0.2421, 0.2913],
  "energy_ev": -78304.4651,
  "s_squared": 3.755,
  "total_charge": 2,
  "homo_lumo_gap_ha": [0.2476, 0.2523],
  "mol_weight_g_mol": 661.7,
  "multiplicity": 4
}